[1]
9
Properties=species:S:1:pos:R:3 method="wB97M-V/def2-TZVPD" molar_mass_g_mol=101.13 e_above_lowest_kcal_mol=114.73 orbital_gap_ev="6.02 / 8.30" e_tot_ev=-17526.96526 homo_energy_ev="-7.90 / -9.63"
C 0.03339 0.69359 1.45973
C 0.39019 1.96439 1.59420
C 0.24701 0.26852 -0.88752
N 0.15858 -0.12513 0.43760
O 0.08252 1.51585 -1.23237
S 1.10763 3.21591 2.07196
H -0.05106 0.12016 2.31669
H 1.33271 -0.30757 -1.24961
H -0.25294 -0.45498 -1.48518

=====

[2]
22
Properties=species:S:1:pos:R:3 method="wB97M-V/def2-TZVPD" molar_mass_g_mol=376.63 orbital_gap_ev="5.03 / 6.79" e_tot_ev=-46670.53395 multiplicity=6 charge=+3 homo_energy_ev="-20.76 / -20.76"
O 0.71793 -0.07797 -4.32053
C -0.24634 0.06045 -3.68332
Dy -0.79660 0.09828 1.23552
O 1.60060 -1.70788 -0.91204
C 0.76890 -1.06779 -0.37134
C -1.46659 2.08712 -0.30434
O -1.77474 2.96975 -0.98742
C -1.92118 -1.68043 -0.30890
O -2.42700 -2.46281 -0.99660
C 1.05012 0.81589 -0.35620
O 1.99923 1.21537 -0.92277
C -1.01903 -0.06685 5.24273
N 0.46011 -0.15044 5.17642
C 1.07750 -0.12418 3.95938
N 2.43813 -0.22270 3.70595
O 0.38210 -0.00363 2.88948
H -1.48972 -0.02029 4.23732
H -1.24589 0.84940 5.77447
H -1.34661 -0.97235 5.73700
H 1.07140 -0.25065 6.02227
H 2.63485 -0.26513 2.67531
H 3.20484 -0.33316 4.38091

=====

[3]
19
Properties=species:S:1:pos:R:3 method="wB97M-V/def2-TZVPD" molar_mass_g_mol=120.22 e_above_lowest_kcal_mol=11.67 orbital_gap_ev=9.19 e_tot_ev=-18157.51250 homo_energy_ev=-8.38 smiles=NCNCCCS
C -0.14905 -0.11834 1.35228
N -0.46996 -1.07406 0.34089
C -1.79441 -1.53113 0.06093
N -2.42573 -1.00015 -1.16257
C -0.17657 1.33028 0.86622
C 0.86843 1.65555 -0.22098
S 2.19355 0.45259 -0.53837
H 0.82365 -0.31709 1.79212
H -0.84367 -0.20595 2.19115
H 0.24227 -1.70070 0.00916
H -1.79925 -2.61833 -0.06282
H -2.45019 -1.24420 0.88364
H -1.74973 -1.12748 -1.91323
H -2.43378 0.01482 -1.06518
H -0.08853 1.99718 1.72302
H -1.13926 1.50847 0.40066
H 1.34062 2.59792 0.03489
H 0.35327 1.75304 -1.16513
H 3.11442 1.00831 0.23486

=====

[4]
12
Properties=species:S:1:pos:R:3 method="wB97M-V/def2-TZVPD" molar_mass_g_mol=86.09 e_above_lowest_kcal_mol=112.62 orbital_gap_ev="7.65 / 7.65" e_tot_ev=-8231.81509 homo_energy_ev="-7.06 / -7.05"
N 1.66136 0.24431 -0.50057
C 0.59677 0.13700 0.31041
O 0.76834 -0.08855 1.54539
C -0.76004 0.27389 -0.20768
C -1.17799 -0.26622 -1.35182
N -0.48202 -0.70615 2.03157
H 2.59572 0.16906 -0.12709
H 1.51741 0.60767 -1.42805
H -1.40410 0.87005 0.43213
H -0.56768 -0.97533 -1.90530
H -2.18277 -0.07673 -1.71233
H -0.56499 -0.18899 2.91333

=====

[5]
16
Properties=species:S:1:pos:R:3 method="wB97M-V/def2-TZVPD" molar_mass_g_mol=108.14 e_above_lowest_kcal_mol=82.19 orbital_gap_ev=9.16 e_tot_ev=-9432.67797 homo_energy_ev=-8.29 smiles="C1=CC([C@H]2CO2)=CC1"
C 2.30431 -0.50903 -1.41619
C 1.25405 -1.04675 -0.50104
C 0.01113 -0.25697 -0.14883
C -0.07593 1.07809 0.33917
C -1.39055 1.36439 0.98515
C -2.12038 0.03766 0.92098
C -1.32746 -0.83064 0.22903
H 2.81126 -1.30953 -2.00752
H 2.25861 0.47251 -1.80251
H 1.19822 -2.16492 -0.46606
H 0.59255 1.81927 -0.12590
H -1.90057 1.96903 0.25822
H -1.37098 1.83922 2.06984
H -3.04630 -0.16218 1.39775
H -1.66849 -1.85322 0.17880
O 2.47055 -0.44693 0.08912

=====

[6]
86
Properties=species:S:1:pos:R:3 method="wB97M-V/def2-TZVPD" molar_mass_g_mol=732.94 e_above_lowest_kcal_mol=73.04 orbital_gap_ev=6.17 e_tot_ev=-139921.48291 charge=+2 homo_energy_ev=-13.20
N 6.41049 -1.39322 0.51059
C 5.95489 -0.64199 1.52209
C 4.89059 -1.04481 2.33789
C 4.28332 -2.30868 2.09889
C 4.73005 -3.04415 0.97344
C 5.82283 -2.56116 0.23565
C 3.24381 -2.82251 2.93724
Cd -0.77192 -0.60482 0.06854
P -3.26432 1.05965 -0.51524
C 2.37013 -3.80026 2.50929
C 0.96420 -3.53454 2.42975
C 0.13971 -4.10707 1.41651
C -0.96204 -3.42823 0.95767
C -1.30783 -2.19295 1.56953
C -0.71167 -1.80883 2.79544
C 0.39757 -2.50308 3.22499
Br -3.33600 -1.76483 1.26874
H 3.09068 -2.33189 3.89811
H 2.71691 -4.79261 2.17283
H 4.53972 -0.37832 3.13148
H 4.24102 -3.98866 0.71419
H 6.48265 0.30480 1.68635
H 6.23772 -3.15636 -0.58812
H 0.43047 -5.04479 0.93581
H 0.91976 -2.23043 4.14058
H -1.60465 -3.82969 0.17307
H -1.12631 -0.98193 3.36391
P 0.79782 -0.40787 -2.07282
C -3.70805 1.51561 1.22144
C -5.12505 1.40468 1.76155
H -3.35152 2.55610 1.33165
H -3.05850 0.87525 1.84327
H -5.08283 1.76397 2.80058
H -5.85114 2.03633 1.23380
H -5.47765 0.36571 1.79164
C -4.25681 -0.16605 -1.48823
C -5.77429 -0.11767 -1.36687
H -3.87103 -1.15408 -1.20604
H -3.96847 0.05597 -2.52769
H -6.14834 -1.13223 -1.56596
H -6.16877 0.17672 -0.37905
H -6.21118 0.54047 -2.13687
C -3.64516 2.58733 -1.44896
C -4.94862 3.31378 -1.13873
H -3.61762 2.29556 -2.50839
H -2.78220 3.24588 -1.26028
H -5.07451 4.11228 -1.87633
H -5.83547 2.67449 -1.20606
H -4.93415 3.77761 -0.14682
C 1.20187 0.99120 -3.21427
C 0.04840 1.92126 -3.58154
H 1.59851 0.50995 -4.12432
H 2.02864 1.56008 -2.76548
H 0.42129 2.66537 -4.29856
H -0.78154 1.38500 -4.05993
H -0.34457 2.46261 -2.70956
C -0.11850 -1.44830 -3.28849
C -0.38028 -2.87923 -2.82689
H 0.49766 -1.44480 -4.20143
H -1.05818 -0.92215 -3.51548
H -0.92672 -3.40367 -3.62025
H 0.55790 -3.42116 -2.65124
H -0.98304 -2.93881 -1.90971
C 2.41453 -1.31534 -2.10358
C 3.65426 -0.45993 -1.87672
H 2.46697 -1.80236 -3.09121
H 2.34606 -2.11642 -1.34954
H 4.54490 -1.09764 -1.91297
H 3.76678 0.30511 -2.65495
H 3.64515 0.03597 -0.89641
C 0.38601 4.12776 0.38555
O -0.30046 2.86400 0.51429
P 0.20124 1.48381 1.22590
O 1.79537 1.58137 1.37624
C 2.89668 2.12037 0.62016
O -0.24780 1.61060 2.79459
C 0.56853 2.38251 3.73811
H -0.40553 4.88156 0.35940
H 0.91250 4.14026 -0.57527
H 1.04960 4.36633 1.23136
H 2.79904 1.96975 -0.47022
H 3.03070 3.18622 0.84560
H 3.77739 1.59803 1.01023
H 1.56305 1.92680 3.88399
H 0.67586 3.43521 3.41204
H 0.00946 2.35024 4.67655